Formula: C78H193N15O4
Source: the Open Molecules 2025 dataset
Level of theory: ωB97M-V with the def2-TZVPD basis set

XYZ file:
```
290
Properties=species:S:1:pos:R:3:forces:R:3:lowdin_charge:R:1
C 13.03161 -23.97458 8.56677 -0.5 -1.6 0.2 -0.0817
C 11.77485 -23.86756 9.45938 1.4 1.3 0.1 -0.2714
N 10.56099 -24.17662 8.75041 0.5 0.7 0.8 -0.1835
C 10.57344 -25.53190 8.32986 -0.5 -1.7 -0.3 -0.2640
C 10.73832 -26.73895 9.28832 0.3 0.7 0.3 -0.0633
C 9.37892 -23.80085 9.51071 0.0 0.8 -0.5 -0.2393
C 8.12230 -24.04834 8.69742 -1.1 2.0 -0.5 -0.0879
H 13.78236 -23.28570 8.89395 0.5 0.3 0.3 0.0536
H 12.75136 -23.69615 7.55225 0.1 -0.2 -0.1 0.0746
H 13.46204 -25.01730 8.61866 -0.4 1.1 -0.4 0.0847
H 11.93119 -24.46860 10.36455 -0.2 -0.2 0.1 0.0958
H 11.80214 -22.81934 9.81969 -0.7 -0.4 -0.2 0.1139
H 9.62759 -25.75148 7.87258 -0.6 0.2 -0.6 0.0763
H 11.30407 -25.67780 7.55273 0.5 0.2 -0.4 0.1076
H 11.72288 -26.83942 9.73735 0.2 0.2 0.2 0.0661
H 9.98788 -26.76447 10.08458 0.0 -0.1 -0.1 0.0607
H 10.64506 -27.60729 8.64985 -0.3 -0.3 0.0 0.0523
H 9.45641 -22.69292 9.72994 0.0 -1.3 0.1 0.1310
H 9.30085 -24.39228 10.43119 0.1 0.3 0.5 0.0972
H 7.33720 -23.29659 9.03670 0.8 -1.0 -0.3 0.0671
H 7.70334 -25.03191 8.85080 0.0 -0.3 -0.3 0.0452
H 8.28439 -23.84156 7.60166 -0.1 -0.4 1.2 0.0716
C 8.59805 -19.82243 16.30091 0.3 -1.7 -0.3 -0.0597
C 10.13523 -19.86974 15.98653 -1.5 0.0 -0.5 -0.2193
N 10.38504 -20.09103 14.55729 0.4 -0.7 -0.5 -0.1812
C 10.34559 -21.52026 14.21572 1.2 0.2 0.3 -0.2646
C 10.19414 -21.91962 12.76003 -0.4 0.1 -0.3 -0.0708
C 11.66156 -19.56793 14.08977 0.1 1.1 -0.1 -0.2485
C 11.69436 -18.00604 14.07263 -0.1 -0.7 0.4 -0.0774
H 8.06510 -19.19276 15.58772 0.1 0.4 0.4 0.0571
H 8.36164 -19.66880 17.36416 0.3 0.7 -0.3 0.0682
H 8.14204 -20.83950 16.16534 0.6 0.6 -0.3 0.0433
H 10.58190 -18.92646 16.24445 0.2 0.4 0.3 0.0894
H 10.56703 -20.65068 16.60540 0.4 -0.3 0.2 0.1065
H 11.28611 -22.04571 14.54935 -0.4 0.5 0.2 0.1117
H 9.56564 -21.91111 14.81173 -1.0 -0.9 0.4 0.0792
H 11.01520 -21.50995 12.14057 -0.5 -0.2 0.2 0.0659
H 10.27281 -23.03630 12.72312 -0.3 0.9 -0.2 0.0612
H 9.22260 -21.54899 12.35999 0.7 -0.4 0.1 0.0734
H 11.77996 -19.89443 13.03262 0.1 0.2 0.8 0.1065
H 12.49755 -19.99614 14.69518 -0.2 0.2 -0.3 0.1188
H 12.56902 -17.64667 13.53926 0.3 0.0 0.1 0.0608
H 11.65391 -17.52337 15.07075 0.1 -0.4 -0.5 0.0658
H 10.83588 -17.67541 13.50378 -0.3 0.1 -0.1 0.0499
C 6.86594 -27.82653 6.57659 -0.1 1.9 -0.8 -0.0870
C 7.89220 -27.06665 5.73271 1.2 -0.6 0.2 -0.2558
N 7.82116 -25.60400 5.67310 -1.5 -0.9 0.9 -0.1957
C 6.46044 -24.97009 5.68796 1.4 -0.9 -1.2 -0.2100
C 5.72971 -24.83450 4.32777 0.4 -0.2 0.4 -0.0686
C 8.71397 -25.15925 4.66096 -0.2 0.6 -1.1 -0.3085
C 9.05793 -23.65804 4.68642 -0.1 -1.3 -1.2 -0.0602
H 7.12740 -28.86016 6.53044 0.0 -0.7 0.4 0.0553
H 5.84901 -27.66704 6.21696 -0.1 -0.3 -0.3 0.0744
H 6.86011 -27.37817 7.55454 0.2 -0.3 0.8 0.0505
H 8.92088 -27.26811 6.21089 -1.3 0.0 -0.9 0.1241
H 7.90222 -27.53944 4.71304 0.1 0.4 0.5 0.1194
H 5.91123 -25.42684 6.51977 -0.2 0.2 -0.5 0.1027
H 6.68261 -23.98210 5.92540 0.2 1.9 1.1 0.0648
H 5.55812 -25.81287 3.93568 -0.7 -0.8 -0.3 0.0552
H 4.80358 -24.25792 4.45885 0.2 -0.3 -0.1 0.0780
H 6.33607 -24.36096 3.53585 -0.1 0.2 0.7 0.0655
H 8.32830 -25.45766 3.67093 -0.1 0.3 -0.3 0.1091
H 9.60438 -25.76301 4.70323 0.7 -0.1 0.5 0.1019
H 8.26278 -23.08214 4.17100 0.4 0.0 0.8 0.0741
H 9.95079 -23.58840 4.04705 -0.1 0.4 0.4 0.0752
H 9.29228 -23.40470 5.71379 -0.1 0.6 0.0 0.0586
C 6.99011 -20.16951 9.30145 -0.6 -1.1 -2.0 -0.0510
C 5.92156 -19.42652 8.40824 1.2 0.7 1.4 -0.1915
N 5.52774 -18.17752 9.08830 1.4 -0.9 -0.5 -0.2208
C 6.60404 -17.21794 9.18948 1.3 0.7 0.1 -0.2332
C 7.21638 -16.61364 7.84799 0.6 -0.9 1.8 -0.0617
C 4.28921 -17.65750 8.63720 0.0 2.1 -0.6 -0.3002
C 3.17655 -18.57716 8.99898 0.7 -0.6 -0.7 -0.0904
H 7.25836 -21.09268 8.75650 -0.1 0.1 0.1 0.0499
H 6.59286 -20.51219 10.23956 -0.2 0.2 0.6 0.0499
H 7.96234 -19.68737 9.41305 -0.4 0.5 0.2 0.0682
H 6.39092 -19.21860 7.43991 -0.1 0.0 -0.2 0.1007
H 4.98576 -19.95195 8.19960 0.5 -0.5 0.3 0.0857
H 7.45304 -17.67303 9.79140 -1.0 0.4 -0.9 0.0974
H 6.27497 -16.35710 9.80270 -0.1 -0.4 -0.2 0.1079
H 6.76108 -15.72603 7.48252 -0.6 0.9 0.0 0.0456
H 7.17839 -17.31549 7.04262 0.1 -0.6 -0.5 0.0417
H 8.27653 -16.40291 8.07363 -0.4 0.0 -0.3 0.0743
H 4.18689 -16.76077 9.26779 -0.3 0.1 -0.4 0.1159
H 4.23763 -17.28317 7.53913 0.2 -0.7 1.3 0.1469
H 2.30645 -18.00312 9.07724 -1.7 0.5 0.0 0.0610
H 3.07346 -19.38341 8.27550 -0.4 0.0 0.1 0.0656
H 3.43064 -18.96455 9.96431 -0.1 -0.5 0.6 0.0639
C 9.52093 -31.01630 15.17154 1.1 -1.5 1.0 -0.0825
C 9.03900 -30.24040 16.39161 0.4 -0.2 -1.2 -0.2866
N 9.76407 -28.97337 16.35182 -0.2 -0.1 1.3 -0.1825
C 10.28861 -28.63523 17.68850 -0.3 1.2 -0.3 -0.2617
C 11.40737 -29.56592 18.18674 -0.7 -0.2 -0.4 -0.0803
C 8.92304 -27.90766 15.77486 1.7 0.3 -0.3 -0.2165
C 7.85868 -27.31895 16.67299 -0.6 -1.1 1.2 -0.0745
H 9.17233 -30.52698 14.29601 -0.3 0.3 -1.0 0.0263
H 9.10327 -32.07920 15.20754 0.9 1.2 -0.3 0.0897
H 10.68160 -30.92639 15.15458 -2.0 -0.7 0.0 0.1099
H 7.96481 -30.08897 16.33483 -0.4 0.1 0.0 0.0789
H 9.19085 -30.84354 17.27530 0.4 0.2 0.5 0.0982
H 10.63494 -27.56562 17.60217 0.1 -1.0 0.2 0.1201
H 9.46094 -28.56296 18.42292 0.2 -0.3 0.0 0.1053
H 11.53654 -29.42683 19.26014 0.4 0.2 -0.1 0.0677
H 11.15628 -30.64424 18.07957 0.1 0.7 -0.2 0.0705
H 12.30832 -29.35905 17.60522 0.1 -0.1 0.3 0.0721
H 8.45044 -28.31349 14.87934 -0.1 -0.1 0.0 0.0975
H 9.65944 -27.14672 15.36376 -1.1 -0.6 0.8 0.1087
H 8.18407 -26.87833 17.62597 0.4 0.1 -0.5 0.0588
H 7.09626 -28.08278 17.01821 0.7 0.5 -0.7 0.0785
H 7.35116 -26.57359 16.11505 -0.7 0.8 -0.4 0.0368
C 0.78616 -28.08552 17.14292 1.1 -1.2 1.5 -0.0861
C 1.17089 -28.78033 15.83421 -0.1 0.4 1.6 -0.3068
N 1.19496 -27.78752 14.80378 0.0 -0.2 -2.4 -0.1503
C 2.05175 -28.28782 13.66402 -1.8 0.3 -0.5 -0.2155
C 2.06900 -27.43364 12.36082 -0.1 0.3 2.3 -0.0753
C -0.21923 -27.51189 14.34969 1.2 0.5 0.6 -0.2171
C -0.50162 -26.03445 14.14285 1.7 0.5 0.0 -0.0708
H -0.19944 -27.63163 17.10103 0.1 0.4 0.1 0.0586
H 1.61214 -27.39177 17.43298 -1.0 0.0 -0.4 0.0559
H 0.79113 -28.81977 18.00784 -0.3 0.5 -1.0 0.0853
H 2.16201 -29.16691 15.98662 0.6 -0.3 -0.2 0.0735
H 0.52680 -29.65435 15.66985 -0.2 0.0 -0.4 0.1215
H 3.06637 -28.41410 14.00578 0.2 0.0 0.4 0.0628
H 1.71571 -29.31342 13.27761 0.1 1.0 0.8 0.1193
H 2.86367 -27.94214 11.89444 0.8 -0.3 -1.7 0.0218
H 1.13488 -27.45079 11.84157 -0.5 -0.3 -0.6 0.0619
H 2.33290 -26.37362 12.46882 0.2 -0.2 0.3 0.0520
H -0.81486 -27.85026 15.19220 -0.6 -0.3 -0.4 0.0920
H -0.39771 -28.05820 13.43554 -0.4 -0.5 -0.2 0.1025
H 0.33992 -25.52182 13.64132 -0.3 -0.4 0.0 0.0466
H -0.53891 -25.53287 15.09572 -0.2 0.2 0.5 0.0651
H -1.37319 -25.76742 13.58853 -0.8 -0.2 -0.4 0.0659
C 5.98562 -22.08835 20.69240 -0.5 1.0 -0.5 -0.0765
C 6.80755 -22.18767 19.42908 0.7 0.0 -0.1 -0.2920
N 6.52909 -23.39034 18.70528 -0.7 -0.5 -0.3 -0.1896
C 7.13602 -24.52547 19.39189 -0.4 -0.2 -1.0 -0.2469
C 6.24994 -25.76525 19.47439 0.4 0.5 -2.2 -0.0742
C 6.77610 -23.33886 17.27262 -0.2 -1.5 -0.5 -0.2721
C 5.78562 -22.45811 16.54743 0.7 0.9 0.5 -0.0831
H 6.39097 -21.28876 21.31775 -0.1 -0.1 0.2 0.0742
H 5.90273 -23.01533 21.26442 0.0 0.2 -0.2 0.0702
H 5.01296 -21.74528 20.31231 -0.1 -0.4 0.7 0.0781
H 6.63857 -21.31722 18.79477 -0.1 0.0 0.1 0.1060
H 7.87016 -22.19723 19.65429 0.6 0.4 0.3 0.1105
H 8.03773 -24.81692 18.85304 0.5 0.0 0.0 0.1057
H 7.41538 -24.16744 20.36761 0.2 -0.3 0.5 0.0983
H 6.83550 -26.57248 19.85194 0.4 -0.9 0.2 0.0591
H 5.42815 -25.62171 20.10738 -1.3 0.3 1.0 0.0484
H 5.85287 -26.01576 18.44055 0.5 0.2 1.1 0.0710
H 6.54075 -24.34865 16.87112 0.7 0.2 0.4 0.0859
H 7.83112 -23.09491 16.95970 -0.7 -0.2 0.5 0.1160
H 4.77026 -22.62050 16.91190 0.1 0.2 0.1 0.0625
H 5.81246 -22.64394 15.48164 0.1 0.0 -0.3 0.0676
H 6.15946 -21.44292 16.73575 -0.9 0.2 -0.3 0.0494
C 5.66389 -30.83743 7.97779 1.3 0.0 0.5 -0.0782
C 5.31413 -29.79831 9.09677 0.1 -0.8 -0.4 -0.2256
N 3.90131 -29.81774 9.49595 -0.3 -0.3 0.0 -0.1718
C 3.03661 -29.60610 8.34326 0.3 0.5 -1.2 -0.2761
C 1.74755 -28.83229 8.63253 0.4 -0.9 -0.3 -0.0758
C 3.51461 -31.05998 10.21914 1.3 0.1 -1.2 -0.2325
C 3.69422 -30.96978 11.70579 1.3 1.4 0.2 -0.0698
H 5.51055 -31.87149 8.28976 -0.2 0.1 0.2 0.0564
H 6.71753 -30.84477 7.60210 -0.6 0.4 0.7 0.0648
H 5.09453 -30.68222 7.09565 -0.8 0.2 -0.8 0.0439
H 5.87694 -30.05783 9.98525 0.4 0.0 0.1 0.0724
H 5.58139 -28.76837 8.79890 -0.1 -0.5 0.1 0.0837
H 2.80847 -30.57874 7.81798 0.0 0.7 0.4 0.1263
H 3.61329 -28.99705 7.58451 -0.5 -0.6 0.7 0.1211
H 1.93185 -27.89494 9.11287 0.3 0.5 0.5 0.0470
H 1.05792 -29.41640 9.23169 -0.2 0.0 0.1 0.0677
H 1.29854 -28.60018 7.68004 -0.5 0.0 -0.3 0.0653
H 2.50958 -31.25611 9.98681 -1.6 -0.1 -0.2 0.0876
H 4.02533 -31.93581 9.72119 0.0 0.6 0.9 0.1203
H 2.95511 -30.35642 12.22031 -0.2 0.0 -0.4 0.0444
H 3.66893 -31.93438 12.15639 0.2 -0.8 0.5 0.0655
H 4.66411 -30.44344 11.92658 -0.8 -0.9 0.0 0.0637
C 3.30675 -21.31886 11.90146 -0.6 0.3 0.8 -0.0933
C 2.64871 -22.66682 11.67103 -0.6 1.5 -0.5 -0.2620
N 2.14787 -22.79969 10.29372 -0.1 -1.0 0.5 -0.1634
C 1.59432 -24.16511 10.22813 -0.3 -0.7 -0.7 -0.2492
C 0.54020 -24.45438 9.09072 0.6 0.1 0.6 -0.0835
C 2.99225 -22.37888 9.14239 -1.4 -0.4 0.6 -0.2170
C 4.33872 -23.05977 8.87869 -0.4 0.4 1.4 -0.0613
H 4.18074 -21.21428 11.28630 0.6 0.2 -0.3 0.0372
H 3.57165 -21.19957 12.95879 0.2 -0.3 -0.1 0.0709
H 2.63325 -20.46265 11.73684 0.0 -0.4 -0.4 0.0865
H 3.34613 -23.44963 11.95151 0.3 -0.5 0.1 0.0841
H 1.76376 -22.71894 12.32297 0.4 -0.2 -0.1 0.1007
H 2.38647 -24.94612 10.07622 -0.1 0.5 0.1 0.0964
H 1.17375 -24.44311 11.23624 0.1 0.6 -1.0 0.1090
H -0.18247 -23.63504 8.92136 0.5 -0.3 0.1 0.0723
H 1.05692 -24.72352 8.14746 -0.4 0.3 0.4 0.0644
H -0.02385 -25.33582 9.41680 0.0 0.1 -0.2 0.0564
H 3.15527 -21.30812 9.22314 0.2 0.1 0.4 0.0661
H 2.25157 -22.41941 8.34214 0.5 -0.4 -0.6 0.1107
H 4.90869 -22.98051 9.82185 0.0 0.0 -0.4 0.0588
H 4.84097 -22.47298 8.13751 0.5 0.2 -0.6 0.0553
H 4.33984 -24.10414 8.60692 -0.3 -0.3 -0.2 0.0491
C 5.10032 -26.42396 10.33840 -0.3 0.9 0.0 -0.0679
C 6.45577 -26.53928 10.98406 0.3 -0.2 0.9 -0.2295
N 6.45275 -26.52715 12.45788 1.2 1.0 -0.4 -0.1823
C 6.00103 -27.68589 13.17848 -0.3 -1.4 -0.4 -0.2435
C 6.74225 -28.93061 12.67869 -0.2 -0.6 -0.1 -0.1020
C 5.81048 -25.33902 12.98087 0.6 0.8 0.0 -0.2282
C 6.23433 -23.93888 12.43094 0.1 -0.4 1.6 -0.0474
H 5.25984 -26.25421 9.27346 -0.2 -0.2 -0.2 0.0632
H 4.58260 -25.51319 10.71958 0.1 -0.7 -0.3 0.0591
H 4.48371 -27.30957 10.49730 -0.1 0.1 -0.1 0.0580
H 6.95686 -27.41992 10.61509 0.2 -0.5 0.0 0.0895
H 7.10924 -25.71808 10.68725 -0.1 0.1 0.0 0.0795
H 6.18526 -27.66028 14.28345 -0.3 0.7 -0.9 0.1084
H 4.90004 -27.86453 13.00973 0.7 0.1 0.4 0.1086
H 7.82531 -28.73454 12.48778 -0.8 -0.1 0.1 0.0834
H 6.63289 -29.73826 13.42793 0.2 0.4 -0.4 0.0578
H 6.23182 -29.30628 11.76781 0.8 0.2 0.4 0.0423
H 6.06992 -25.43629 14.05491 -1.0 0.7 -0.3 0.1072
H 4.75694 -25.38175 12.68143 -0.5 -0.2 1.0 0.0834
H 5.50607 -23.19471 12.74212 -0.5 -0.1 0.1 0.0570
H 6.25430 -23.90791 11.37502 0.2 0.0 -1.2 0.0311
H 7.13737 -23.51032 12.85832 0.5 -0.4 -0.2 0.0534
C 9.31342 -30.04480 10.10056 -1.2 1.5 0.0 -0.0964
C 9.18136 -31.44724 9.64717 -0.4 -0.1 -1.1 -0.2720
N 8.06743 -32.16185 10.26248 0.9 -1.0 -1.9 -0.1787
C 8.05403 -32.14803 11.68102 0.7 -1.3 0.7 -0.2805
C 6.80962 -32.81876 12.25985 -0.3 1.0 0.4 -0.0590
C 8.06092 -33.50640 9.63154 -0.5 -0.1 0.3 -0.2435
C 9.09158 -34.61788 10.01068 0.9 0.8 -0.6 -0.0783
H 9.83566 -29.92502 11.02772 0.4 0.1 0.6 0.0714
H 8.31771 -29.55868 10.20266 0.3 -0.5 0.2 0.0733
H 9.75667 -29.42126 9.34014 0.7 0.0 -0.2 0.0470
H 8.98916 -31.37990 8.53594 0.1 -0.5 1.0 0.1237
H 10.12486 -31.98318 9.78697 0.2 -0.1 0.0 0.1108
H 8.98957 -32.59707 12.13120 -0.6 0.1 -0.2 0.1350
H 8.07535 -31.12868 11.99420 -0.2 0.8 0.3 0.0605
H 5.88739 -32.39783 11.80346 0.6 -0.3 0.3 0.0649
H 6.76158 -33.90038 12.24955 0.2 -0.3 -0.4 0.0657
H 6.82609 -32.54675 13.31866 -0.3 0.0 0.1 0.0562
H 8.07507 -33.29768 8.56832 0.0 -0.2 -0.3 0.0975
H 7.08854 -33.91599 9.86403 -0.4 -0.3 -0.1 0.0938
H 10.14640 -34.23383 10.12379 -1.1 -0.3 0.0 0.0743
H 9.15272 -35.43095 9.23484 -0.4 0.8 0.7 0.0833
H 8.75790 -35.02545 10.95423 0.3 -0.4 0.3 0.0486
C 8.96946 -24.96840 14.10388 2.4 0.0 0.1 -0.3532
O 8.30340 -24.45726 14.96534 -0.7 0.2 0.6 0.0146
N 10.31223 -25.24762 14.21470 -0.7 1.0 1.2 -0.2007
C 11.07556 -25.75739 13.09489 -1.9 -0.8 0.6 -0.0490
C 11.03152 -24.90289 15.45869 0.8 0.3 -1.6 -0.0308
H 8.63136 -25.23271 13.13052 -0.9 -0.4 -1.1 0.1046
H 11.40754 -26.78072 13.30605 0.4 0.3 -0.1 0.0989
H 11.84034 -25.06286 12.85860 1.0 0.4 -0.4 0.0709
H 10.34580 -25.82699 12.28360 0.4 0.0 -0.3 0.0677
H 11.87074 -24.17715 15.21655 -0.8 -0.9 0.3 0.1001
H 10.39854 -24.45497 16.20294 -0.5 0.1 0.0 0.0765
H 11.41321 -25.84062 15.82653 0.6 -0.2 0.5 0.0669
C 2.05031 -23.95033 14.87314 -0.8 -0.5 -0.2 -0.3556
O 1.15089 -23.17606 14.59773 0.3 0.1 -0.1 -0.0013
N 2.56059 -24.13726 16.10756 0.7 -0.2 -0.3 -0.1575
C 1.99686 -23.46111 17.25845 -1.8 -1.8 0.1 -0.0361
C 3.55192 -25.19588 16.24624 -0.8 0.1 1.6 -0.0309
H 2.45551 -24.70378 14.13454 -0.1 0.8 0.4 0.1254
H 1.37688 -22.65433 16.94503 0.0 0.9 -0.4 0.0750
H 2.63460 -23.19592 18.06266 1.4 0.4 0.2 0.0672
H 1.26284 -24.13208 17.76950 0.4 0.0 -0.4 0.1017
H 3.75341 -25.63789 15.29268 0.1 -0.3 -0.5 0.0657
H 4.45220 -24.76835 16.66442 0.4 -0.1 0.1 0.0518
H 3.16305 -25.97854 16.93711 0.3 0.4 -0.4 0.0822
C 7.71970 -17.97031 12.56295 0.1 -1.9 0.6 -0.3429
O 8.63815 -18.70160 12.27140 0.5 0.1 -0.6 0.0062
N 6.62137 -18.41208 13.23326 -0.3 1.1 -0.5 -0.1629
C 5.56243 -17.45251 13.44836 -1.2 -0.5 1.4 -0.0681
C 6.33136 -19.83045 13.30558 -1.0 -0.3 -0.2 -0.0389
H 7.71258 -16.92504 12.34241 0.0 1.1 -0.1 0.1212
H 5.25131 -17.45796 14.51814 0.2 0.0 -0.6 0.0973
H 4.66330 -17.65716 12.88406 -0.3 -0.6 -0.3 0.0765
H 5.75163 -16.42323 13.19674 1.0 0.3 -0.1 0.0767
H 5.55488 -20.14651 12.57452 0.2 0.6 0.5 0.0668
H 7.20142 -20.37157 13.01036 0.8 -0.3 0.1 0.0599
H 6.01207 -20.17696 14.30223 0.2 0.4 -0.2 0.0879
C 5.27829 -30.47895 15.79125 -0.6 0.2 -0.6 -0.3144
O 4.67454 -29.76062 14.98833 0.8 -0.7 1.0 -0.0132
N 5.22416 -30.37176 17.13093 -0.6 1.9 1.2 -0.1689
C 5.83626 -31.25286 18.08062 1.8 -0.6 -1.9 -0.0659
C 4.51599 -29.22107 17.77817 0.5 -0.4 -3.2 0.0049
H 5.91224 -31.32972 15.46370 -0.1 0.2 0.0 0.1334
H 5.12682 -31.87023 18.54466 -1.1 -0.9 0.8 0.0711
H 6.42025 -30.73799 18.83197 0.1 0.3 0.1 0.0925
H 6.51649 -31.90383 17.48995 -0.2 0.1 0.6 0.0953
H 5.16838 -28.39173 17.97990 0.7 0.1 0.6 0.0586
H 3.90314 -28.82179 16.96063 -0.5 -0.2 0.6 0.0681
H 4.01502 -29.58184 18.63089 -0.9 -0.2 0.9 0.0805
```
Forces are in eV/Å.

Output
**E_tot**: -114551.75743 eV
**HOMO-LUMO gap**: 8.3730 eV
**Total charge**: 0
**Multiplicity**: 1